A cluster of 4 separate species, C10H28O6 in total. Source: OMol25; level of theory: wB97M-V/def2-TZVPD.

Positions of all 44 atoms, in Å:
1 C -5.1783 -0.4053 -1.6326
2 C -3.8246 0.0405 -1.0796
3 C -2.8648 0.6466 -2.0925
4 O -4.0657 1.0593 -0.0852
5 H -5.9681 -0.5225 -0.8934
6 H -5.1013 -1.3165 -2.2301
7 H -5.5661 0.3862 -2.2918
8 H -3.4246 -0.8825 -0.6541
9 H -1.8899 0.7540 -1.6090
10 H -3.1067 1.5842 -2.5866
11 H -2.6094 -0.0779 -2.8807
12 H -4.4714 1.8001 -0.5439
13 C 2.5052 -0.4545 0.8261
14 C 1.2679 0.4286 1.0086
15 C -0.0182 -0.3668 0.9799
16 O 1.3167 1.2268 2.1800
17 H 2.4729 -1.3103 1.5109
18 H 3.4053 0.1180 1.0600
19 H 2.6665 -0.8670 -0.1696
20 H 1.3657 1.1229 0.1695
21 H -0.9203 0.2586 0.9646
22 H -0.1171 -0.9828 1.8753
23 H -0.1713 -0.9124 0.0450
24 H 1.0314 0.7085 2.9402
25 C 3.8861 -3.1756 -2.0998
26 C 4.5398 -4.5388 -2.3107
27 O 5.9339 -4.3690 -2.1048
28 O 4.2565 -2.3051 -3.1510
29 H 4.3095 -2.8046 -1.1539
30 H 2.8038 -3.1808 -2.0083
31 H 4.3492 -4.8347 -3.3449
32 H 4.1274 -5.2840 -1.6269
33 H 6.4023 -4.9909 -2.6659
34 H 5.2090 -2.3801 -3.2797
35 C -0.8832 4.2982 2.6532
36 C -1.6589 3.4368 3.6622
37 O -2.7506 2.7554 3.0509
38 O -0.5580 3.4858 1.5335
39 H 0.0384 4.5945 3.1667
40 H -1.4513 5.1511 2.2927
41 H -2.1001 4.0162 4.4790
42 H -1.0266 2.6957 4.1656
43 H -2.3995 2.4219 2.2094
44 H 0.2386 2.9724 1.7217

Atomic forces in eV per Å
-0.26 0.72 -1.08
-1.30 0.90 -0.28
1.31 -1.58 -0.40
0.41 -0.89 0.43
0.40 -0.23 0.42
0.02 0.03 0.04
0.08 -0.16 -0.10
0.55 0.59 0.63
-0.14 0.42 0.21
-0.55 0.06 0.30
-0.43 0.08 -0.08
-0.02 0.06 -0.03
0.37 -0.34 0.97
0.41 -0.41 -1.01
-1.05 0.57 -0.57
0.28 0.31 0.18
0.05 0.05 0.04
-0.07 0.05 0.06
-0.47 0.19 -0.17
-0.64 0.26 0.13
0.32 0.41 0.32
0.19 -0.39 -0.21
0.54 -0.52 0.26
0.02 -0.07 -0.06
1.29 -0.09 0.41
-0.76 0.23 -0.20
0.14 0.12 -0.04
-0.33 0.21 -0.22
-0.25 0.06 0.05
-0.05 -0.22 -0.25
-0.10 -0.19 0.01
0.00 -0.05 0.05
0.07 -0.03 0.05
-0.02 -0.03 0.17
0.42 -1.23 0.82
-0.88 0.00 0.11
0.40 0.16 -0.25
-0.06 0.19 -0.42
-0.10 0.49 -0.15
-0.05 0.02 0.08
0.12 0.28 -0.19
0.42 0.07 -0.27
-0.22 0.02 0.08
-0.07 -0.15 0.18

Computed properties:
Molecular weight: 244.33 g mol⁻¹
Highest occupied orbital energy: -9.63 eV
Structure (SMILES): CC(C)O.CC(C)O.OCCO.OCCO
LUMO level: 0.025 Ha
Spin multiplicity: 1


A structure of composition C10H29AgN2O8. Source: OMol25; level of theory: wB97M-V/def2-TZVPD.

Positions of all 50 atoms, in Å:
1 Ag -0.3228 0.2121 -0.0583
2 C 0.4051 -3.9562 0.5764
3 C -0.2875 -3.0582 -0.4041
4 C -1.0477 -3.8917 -1.4887
5 O -1.0782 -2.0925 0.1942
6 H 1.0566 -4.5697 -0.0459
7 H -0.2737 -4.6286 1.1010
8 H 1.0427 -3.4431 1.2962
9 H 0.4305 -2.4385 -0.9413
10 H -1.9275 -4.3430 -1.0300
11 H -0.5341 -4.7165 -1.9826
12 H -1.3061 -3.1829 -2.2753
13 C -1.9074 -0.1096 -3.1129
14 C -0.9395 1.1147 -3.0001
15 O 0.1694 0.5433 -2.2666
16 O -2.3820 -0.3792 -1.8507
17 H -1.3057 -0.9395 -3.4834
18 H -2.7824 0.1544 -3.7068
19 H -1.5479 1.8945 -2.5419
20 H -0.6384 1.3829 -4.0128
21 H 0.9730 0.7108 -2.7643
22 H -3.1448 -0.9540 -1.9471
23 C 2.2348 3.9955 0.2770
24 C 1.0672 3.3728 -0.5288
25 O 0.2612 2.4133 0.2422
26 O 1.7134 4.4210 1.4723
27 H 2.5199 4.9793 -0.0959
28 H 3.1528 3.4149 0.3682
29 H 1.4116 2.9569 -1.4757
30 H 0.4841 4.2349 -0.8528
31 H 0.1861 2.7975 1.1188
32 H 2.2879 5.0767 1.8744
33 C -2.8753 0.5626 1.4098
34 C -1.9408 0.6123 2.6024
35 O -0.6254 0.3543 2.2167
36 O -2.4579 1.4864 0.4931
37 H -3.9042 0.7252 1.7309
38 H -2.8311 -0.4115 0.9227
39 H -2.3054 -0.1397 3.3022
40 H -2.0160 1.5135 3.2109
41 H -0.0766 0.4496 2.9986
42 H -3.0067 2.2740 0.4828
43 C 2.5740 -0.8231 1.1542
44 O 1.7442 -0.3225 0.4921
45 N 3.4649 -0.2124 1.8480
46 N 2.8111 -2.0535 1.2964
47 H 4.1744 -0.7531 2.3216
48 H 3.4997 0.7824 2.0194
49 H 2.2794 -2.7874 0.8507
50 H 3.5212 -2.2291 1.9928

Atomic forces in eV per Å
-0.27 0.17 0.21
0.30 -0.89 0.70
0.72 0.86 -1.80
-1.00 0.62 0.32
-0.39 0.22 0.23
0.03 -0.14 0.02
-0.06 0.14 0.01
-0.96 -0.21 0.16
0.73 -0.45 -0.25
-0.21 0.21 -0.12
0.78 0.26 0.53
-0.40 -0.16 0.03
0.73 1.68 -1.30
-1.64 -2.46 -1.03
-0.31 0.99 0.16
-0.17 -0.56 2.01
-0.26 -0.12 -0.49
0.37 -0.12 -0.74
0.88 0.34 0.58
0.16 0.21 0.19
0.35 -0.04 0.28
-0.15 -0.11 0.32
0.20 0.76 -1.16
0.80 0.70 -0.11
0.90 0.58 -1.32
-1.28 -0.66 2.65
0.31 -0.50 -1.83
-0.16 -0.57 0.05
0.05 -0.62 0.39
-0.72 -0.21 0.40
-0.14 0.00 0.51
-0.07 0.01 0.13
-0.24 -0.50 1.42
-2.20 -0.64 1.39
0.57 -0.13 -0.38
0.48 1.40 -1.79
0.00 -0.08 0.15
-0.02 -0.28 0.18
0.18 -0.50 0.04
0.04 0.56 -0.56
0.53 -0.10 -0.13
0.04 0.11 -0.01
1.75 0.32 1.08
-4.15 2.56 -3.50
3.51 4.56 3.09
0.31 -6.77 0.14
-0.01 0.74 -0.06
-0.19 -0.18 -0.31
0.80 0.41 0.10
-0.52 -1.37 -0.56

Computed properties:
Expectation value of S²: 2.010
Molecular weight: 413.22 g mol⁻¹
Highest occupied orbital energy (alpha / beta): -15.74 / -15.73 eV
LUMO level (alpha / beta): -0.186 / -0.377 Ha
Spin multiplicity: 3
Charge: +2